Below is a structure of composition C18H23N4OSTi, with properties calculated with ωB97M-V/def2-TZVPD.

Values from the calculation:
* largest force on an atom: 0.7 eV/A
* highest occupied orbital energy: -11.6 eV
* E_tot: -60993.2060 eV
* E_LUMO: -3.602 eV
* charge: +1
* relative energy (zero: lowest compared OMol25 entry of this formula, charge and spin): 0.121 eV
* frontier orbital gap: 7.971 eV

Geometry (Å):
Ti 0.41175 0.25634 0.10973
C -1.55228 2.74006 -0.34530
C -1.17827 2.37728 -1.77846
N 0.01082 1.52463 -1.74555
C 0.14927 0.43927 -2.73296
C -1.09441 -0.43479 -2.83503
S -1.71237 -1.04953 -1.24034
C -3.07451 0.04299 -0.71852
C -2.74906 0.76801 0.58401
N -1.49819 1.55427 0.54811
H -2.53298 3.22127 -0.30090
H -0.81991 3.45086 0.04222
H -0.99934 3.28875 -2.35417
H -1.98251 1.85745 -2.28445
H 0.86372 2.07021 -1.69337
H 0.98789 -0.15481 -2.35598
H 0.43557 0.81008 -3.72060
H -0.83085 -1.32852 -3.40034
H -1.90777 0.04278 -3.37974
H -3.93085 -0.60673 -0.54188
H -3.36052 0.71562 -1.52237
H -2.63877 0.03094 1.38276
H -3.59708 1.40898 0.84719
H -1.36018 1.91536 1.49085
C -0.73370 2.66998 5.16800
C -1.21815 1.37172 5.28284
C -0.87606 0.41174 4.34522
C -0.04702 0.76709 3.28818
C 0.44371 2.06181 3.15936
C 0.09948 3.01146 4.11327
N 0.29404 -0.17291 2.26646
N 0.54458 -1.33236 2.65215
C 0.87885 -2.23555 1.62664
C 1.15903 -3.54070 2.02630
C 1.51127 -4.46968 1.06446
C 1.58009 -4.07791 -0.26707
C 1.29365 -2.76736 -0.64415
C 0.93644 -1.80490 0.29135
H -1.00194 3.41299 5.90675
H -1.86412 1.10523 6.10850
H -1.23920 -0.60417 4.42465
H 1.12271 2.30143 2.34847
H 0.49623 4.01497 4.03651
H 1.10132 -3.80047 3.07516
H 1.73679 -5.48901 1.34509
H 1.86409 -4.80142 -1.02092
H 1.37095 -2.51440 -1.69797
O 1.83778 1.00316 0.16480

Cartesian forces (eV/Å) of the 2 atoms listed first:
Ti -0.066 0.504 0.220
C 0.131 -0.113 0.109

Atomic partial charges in e from the Löwdin method, atoms 1 to 6: atom 1 (Ti): 0.8207, atom 2 (C): -0.1448, atom 3 (C): -0.1623, atom 4 (N): -0.1378, atom 5 (C): -0.2343, atom 6 (C): -0.4113